Density functional theory data (ωB97M-V with the def2-TZVPD basis set) for C32H43BrKN2O2P2 as an isolated structure.

Computed properties:
- E_LUMO: 2.4404 eV
- Energy above the lowest of the compared OMol25 structures with the same formula, charge and spin: 0.000 eV
- DFT total energy: -5361.9811 hartree
- Orbital gap: 0.2244 Eh
- Charge: -1

Last column: Löwdin charge in e.
Element x y z (Å)
K1 1.323447 0.623066 -0.812542  0.730
C1 3.451287 3.349693 2.095083  -0.140
C2 2.585961 2.393945 2.915068  -0.574
C3 3.305275 1.051683 3.020045  -0.120
P1 0.929011 2.168176 2.092717  1.064
C4 -0.136859 3.527763 2.772517  -0.575
C5 0.390655 4.911653 2.410568  -0.138
C6 -1.542332 3.327205 2.210463  -0.133
C7 0.240384 0.737247 2.997308  -0.324
C8 0.235929 0.763999 4.388857  -0.095
C9 -0.231048 -0.276617 5.175393  -0.306
C10 -0.242701 -0.196625 6.673737  -0.077
C11 -0.722823 -1.389813 4.491326  -0.066
C12 -0.741189 -1.458033 3.117827  -0.034
C13 -0.264927 -0.398641 2.298312  -0.320
N1 -0.348626 -0.376944 0.955742  -0.069
C14 -0.455254 -1.486944 0.173064  -0.395
C15 0.154679 -2.729634 0.428094  -0.035
C16 0.122269 -3.753335 -0.496240  -0.057
C17 -0.516026 -3.607991 -1.723998  -0.293
C18 -0.505385 -4.697839 -2.756018  -0.067
C19 -1.128854 -2.385016 -1.981886  -0.062
C20 -1.111865 -1.328904 -1.080505  -0.330
P2 -1.814305 0.337701 -1.400752  1.066
C21 -3.159092 0.480635 -0.123676  -0.557
C22 -3.931981 -0.785481 0.228085  -0.101
C23 -4.081861 1.648049 -0.459131  -0.137
C24 -2.663419 0.280532 -3.057303  -0.561
C25 -1.621167 0.099641 -4.164932  -0.131
C26 -3.905665 -0.586731 -3.269407  -0.116
H1 4.415173 3.505611 2.587867  0.074
H2 2.996199 4.325605 1.932864  0.045
H3 3.656682 2.923473 1.109503  0.075
H4 2.456266 2.806291 3.925577  0.103
H5 3.423868 0.597416 2.031176  0.080
H6 2.775925 0.338779 3.648494  0.064
H7 4.312200 1.198742 3.420588  0.075
H8 -0.186663 3.445828 3.865491  0.098
H9 0.557126 4.998556 1.334098  0.077
H10 1.331959 5.136209 2.912134  0.055
H11 -0.327201 5.685899 2.695859  0.071
H12 -1.540912 3.427549 1.122132  0.072
H13 -2.230284 4.071681 2.619436  0.074
H14 -1.929111 2.336380 2.450092  0.063
H15 0.636911 1.643312 4.889164  0.100
H16 0.503478 0.513915 7.033655  0.067
H17 -0.018319 -1.162914 7.129545  0.068
H18 -1.211827 0.125111 7.066648  0.070
H19 -1.112832 -2.232244 5.055786  0.104
H20 -1.158567 -2.334164 2.639823  0.098
H21 0.691245 -2.866986 1.358450  0.107
H22 0.624476 -4.687721 -0.263959  0.106
H23 -0.367656 -5.679693 -2.299168  0.068
H24 0.304050 -4.560518 -3.478800  0.076
H25 -1.440117 -4.723981 -3.319822  0.070
H26 -1.631057 -2.258524 -2.930065  0.077
H27 -2.572597 0.755698 0.758640  0.067
H28 -4.584722 -1.113338 -0.581290  0.059
H29 -4.558894 -0.618564 1.108354  0.074
H30 -3.247676 -1.603232 0.453613  0.066
H31 -4.713364 1.437224 -1.326215  0.055
H32 -3.513973 2.554805 -0.674492  0.064
H33 -4.750263 1.861762 0.378643  0.073
H34 -2.996610 1.324717 -3.143293  0.091
H35 -1.266648 -0.926925 -4.252158  0.058
H36 -0.739270 0.717332 -3.985226  0.065
H37 -2.049615 0.378211 -5.130887  0.073
H38 -3.748942 -1.632986 -3.015134  0.065
H39 -4.224142 -0.545304 -4.315128  0.071
H40 -4.736810 -0.232227 -2.660416  0.047
Br1 6.179667 -3.896398 -5.037469  0.696
C27 4.769186 -2.631630 -5.072971  -0.676
C28 4.030629 -2.481063 -6.237328  -0.221
N2 3.029142 -1.620811 -6.346244  0.062
C29 2.744123 -0.874397 -5.282050  -0.084
C30 3.422083 -0.956667 -4.073059  -0.099
C31 4.464494 -1.867259 -3.961443  -0.051
C32 3.018749 -0.086400 -2.877279  -0.718
O1 3.538667 -0.368132 -1.779843  -0.097
O2 2.185789 0.813440 -3.116834  -0.145
H41 4.263911 -3.087969 -7.105907  0.092
H42 1.930609 -0.165017 -5.362807  0.112
H43 4.981942 -1.950922 -3.016163  0.114

Cartesian forces, eV/Å:
-0.024 0.326 0.413
0.126 0.059 -0.099
-0.060 0.122 0.219
0.106 -0.076 -0.053
-0.028 -0.306 -0.273
0.007 0.080 0.092
0.027 0.093 -0.002
-0.058 -0.012 -0.025
-0.016 0.058 0.071
0.000 -0.006 0.122
0.009 0.047 -0.135
0.033 0.004 0.162
-0.051 -0.090 0.035
-0.036 -0.023 -0.010
0.018 0.079 0.200
-0.182 0.175 0.046
-0.066 0.026 -0.080
0.035 -0.005 0.086
0.006 -0.107 -0.078
-0.052 0.150 0.070
0.005 -0.139 -0.113
0.015 -0.129 -0.012
-0.207 -0.010 -0.026
0.261 -0.019 0.146
-0.036 0.008 0.073
0.038 -0.065 -0.035
-0.083 0.039 -0.037
-0.130 0.044 -0.011
0.090 -0.021 -0.070
-0.006 -0.035 0.055
0.002 0.012 0.013
-0.023 -0.018 0.030
-0.022 -0.023 0.012
-0.034 -0.025 -0.050
-0.042 0.005 -0.016
-0.005 0.018 0.030
-0.005 -0.001 0.028
0.059 -0.052 -0.061
-0.005 -0.015 -0.033
-0.014 0.003 0.034
-0.026 -0.024 0.017
0.013 -0.006 -0.021
-0.006 0.023 0.007
-0.003 -0.029 0.024
-0.001 -0.010 0.028
0.003 0.022 0.002
0.004 -0.028 -0.007
-0.024 0.004 -0.019
-0.003 -0.001 0.032
-0.009 -0.019 -0.016
0.002 0.007 0.006
-0.005 -0.006 -0.013
0.000 0.016 0.018
0.003 0.010 0.005
-0.006 0.013 0.000
-0.055 -0.087 -0.002
-0.031 -0.010 -0.057
-0.013 0.007 -0.076
0.000 0.043 0.029
-0.006 -0.024 0.031
0.024 -0.003 0.016
0.022 0.040 -0.001
0.014 0.004 0.038
0.011 -0.056 0.050
-0.044 0.048 -0.017
0.006 0.046 -0.011
-0.001 0.028 -0.018
0.103 -0.089 0.020
0.013 0.025 -0.030
-0.018 -0.027 -0.005
0.071 -0.054 0.027
-0.153 0.174 0.055
0.217 -0.230 -0.043
-0.091 0.064 -0.081
-0.043 0.125 0.165
0.104 -0.072 0.148
-0.133 0.023 -0.079
0.264 -0.206 -0.556
0.180 -0.090 0.141
-0.057 0.190 -0.464
-0.014 0.021 -0.002
-0.022 0.004 -0.058
0.057 -0.035 0.000



Density functional theory data (ωB97M-V with the def2-TZVPD basis set) for a 4-piece molecular cluster, C32H43Cl8F17NO4S overall.

Computed properties:
- E_LUMO: -2.7595 eV
- DFT total energy: -7377.7206 hartree
- Orbital gap: 0.2668 Eh
- Charge: +1

Last column: Löwdin charge in e.
Element x y z (Å)
C1 -3.567077 -1.745077 0.861769  0.211
C2 -2.922407 -2.755862 0.701459  -0.083
N1 -2.245676 -4.058437 0.531226  -0.215
C3 -1.789124 -4.110470 -0.907274  -0.107
C4 -2.930408 -4.404172 -1.978561  -0.155
C5 -2.785343 -3.318594 -3.168408  -0.161
C6 -3.523904 -1.980729 -2.666171  -0.218
C7 -4.410198 -1.293600 -3.810389  -0.200
C8 -3.550328 -0.395892 -4.812311  -0.214
C9 -4.450685 0.584748 -5.679105  -0.202
C10 -4.904832 1.909095 -4.921821  -0.212
C11 -3.765503 2.616057 -4.077829  -0.223
C12 -4.310270 3.885063 -3.252376  -0.186
C13 -5.352658 3.340816 -2.169308  -0.173
C14 -5.030708 3.811703 -0.674474  -0.217
O1 -5.111731 2.744100 0.291595  -0.214
C15 -4.015555 1.821197 0.114695  -0.125
C16 -3.260835 -5.100752 0.921964  -0.099
C17 -2.840638 -6.605008 0.619818  -0.046
C18 -4.099747 -7.565059 0.392565  -0.437
O2 -4.324883 -8.498175 1.122551  0.144
O3 -4.981944 -7.306164 -0.677081  0.072
C19 -1.138876 -4.079362 1.554820  -0.083
C20 0.171179 -3.265730 1.098535  -0.023
C21 1.104443 -2.984430 2.335609  -0.315
F1 2.452643 -3.133647 1.956635  0.093
F2 0.883127 -4.067245 3.238109  0.064
C22 0.808541 -1.673443 3.157526  -0.244
F3 -0.518273 -1.773925 3.640604  0.097
F4 1.610380 -1.698760 4.303440  0.130
C23 0.892453 -0.290545 2.385971  -0.221
F5 -0.227776 -0.154676 1.532411  0.086
F6 0.684810 0.690396 3.372421  0.123
C24 2.201744 -0.049468 1.527859  -0.234
F7 2.027318 -0.825273 0.356147  0.098
F8 3.313099 -0.425569 2.266293  0.147
C25 2.444802 1.432416 1.030099  -0.210
F9 1.337711 1.833354 0.247754  0.103
F10 2.491285 2.372220 2.073315  0.112
C26 3.805193 1.656990 0.208830  -0.238
F11 4.693490 2.337560 1.066337  0.097
F12 4.460084 0.490506 -0.157281  0.130
C27 3.652080 2.593695 -1.069716  -0.224
F13 4.968686 2.921200 -1.452136  0.106
F14 3.067038 3.824954 -0.753634  0.123
C28 2.984933 1.901065 -2.344532  -0.376
F15 3.951374 1.693839 -3.327073  0.129
F16 2.053649 2.802924 -2.855025  0.128
F17 2.409435 0.671466 -2.101910  0.128
H1 -4.121228 -0.857581 1.245117  0.085
H2 -1.268514 -3.158221 -1.244945  0.141
H3 -1.051598 -4.976851 -0.975703  0.147
H4 -2.833181 -5.460966 -2.396747  0.118
H5 -3.985108 -4.290510 -1.598410  0.111
H6 -3.316646 -3.667419 -4.101821  0.119
H7 -1.694799 -3.053525 -3.358422  0.120
H8 -2.783410 -1.213838 -2.254967  0.112
H9 -4.243951 -2.176970 -1.806859  0.088
H10 -5.144400 -0.601420 -3.287482  0.108
H11 -5.030889 -2.068452 -4.352117  0.118
H12 -2.692407 0.120462 -4.286765  0.096
H13 -3.082001 -1.131162 -5.552943  0.114
H14 -3.997884 0.852112 -6.678198  0.111
H15 -5.406911 0.008248 -5.914847  0.114
H16 -5.232689 2.666505 -5.710520  0.121
H17 -5.840197 1.723112 -4.295676  0.105
H18 -3.251190 1.926124 -3.332780  0.093
H19 -2.950917 2.965765 -4.790366  0.119
H20 -3.415411 4.302708 -2.680949  0.104
H21 -4.772484 4.665039 -3.926260  0.114
H22 -5.331509 2.210330 -2.227771  0.086
H23 -6.418500 3.644958 -2.435230  0.120
H24 -3.996292 4.276784 -0.633565  0.113
H25 -5.760596 4.631701 -0.373670  0.134
H26 -4.425423 0.895068 -0.397771  0.074
H27 -3.579624 1.554824 1.132244  0.092
H28 -3.204067 2.274685 -0.528135  0.096
H29 -4.284736 -4.933128 0.463601  0.149
H30 -3.417090 -5.016797 2.043077  0.166
H31 -2.350779 -7.004798 1.567323  0.136
H32 -2.083750 -6.741269 -0.205205  0.126
H33 -4.392673 -6.953385 -1.385258  0.100
H34 -1.567967 -3.720360 2.531078  0.150
H35 -0.772037 -5.142044 1.740149  0.157
H36 0.744179 -3.994218 0.433149  0.150
H37 -0.056299 -2.375207 0.449651  0.120
C29 6.467532 5.536384 2.926215  -0.276
S1 5.114022 6.607272 3.449967  0.804
O4 5.694787 7.667390 4.319232  -0.548
C30 4.327076 5.393598 4.529214  -0.270
H38 7.120919 6.103816 2.263359  0.056
H39 7.035407 5.199776 3.794561  -0.002
H40 6.064058 4.677446 2.386733  0.036
H41 5.030006 5.067377 5.296831  0.015
H42 3.995481 4.539746 3.935341  0.039
H43 3.464302 5.862129 5.002855  0.052
C31 8.140488 2.905952 5.682658  -2.014
Cl1 8.518110 1.704377 6.930997  0.531
Cl2 9.585320 3.217948 4.705186  0.509
Cl3 6.843126 2.285738 4.637403  0.515
Cl4 7.610882 4.414413 6.454339  0.557
C32 11.865255 0.857905 2.542010  -2.040
Cl5 12.411512 2.542352 2.415848  0.512
Cl6 11.824424 0.373138 4.248839  0.505
Cl7 10.238967 0.710139 1.845892  0.499
Cl8 12.985293 -0.193515 1.656235  0.524

Cartesian forces, eV/Å:
0.346 -0.454 0.912
-0.282 -0.192 0.014
-1.353 2.761 0.239
0.580 -1.442 -2.125
0.152 0.333 -1.040
-0.687 0.640 1.252
-0.541 0.474 -0.419
0.489 1.073 0.681
-0.149 -1.174 -1.037
-0.774 -0.120 0.560
0.030 0.419 -0.185
-0.035 0.769 -0.183
0.242 -1.250 0.429
-0.182 0.256 -0.008
-0.296 0.646 -0.647
1.062 0.205 -0.656
-0.322 -0.133 0.047
-1.756 -2.079 0.538
0.268 -0.310 0.881
-0.663 -0.971 0.405
0.522 1.742 -0.914
2.559 0.420 0.609
2.174 -0.268 1.182
-0.179 -0.976 -0.578
0.286 -2.222 -0.100
-2.406 0.956 0.699
0.295 1.808 -1.141
-0.271 -0.711 1.942
2.028 0.144 -1.183
-1.153 0.473 -2.400
-1.760 1.669 0.884
2.007 -0.689 1.206
0.954 -1.710 -1.837
0.407 -0.090 -0.286
0.663 1.011 2.145
-1.836 0.296 -1.365
-0.989 2.162 0.264
1.937 -1.030 1.043
-0.236 -2.244 -1.517
1.800 0.610 0.727
-1.606 -1.248 -1.442
-1.440 1.585 0.421
1.800 1.535 -0.217
-2.238 -0.785 0.764
0.613 -2.735 -0.377
-0.095 0.498 -2.161
-1.995 0.353 1.981
1.486 -2.171 0.930
0.675 2.218 -0.107
0.746 -1.105 -0.886
-0.701 -1.118 1.119
-0.756 1.276 0.233
0.064 1.289 0.656
1.190 -0.126 -0.138
0.857 0.207 1.014
-1.357 -0.713 -0.082
-0.848 -0.956 -0.621
0.958 -0.119 -1.052
0.748 -0.798 -0.537
0.778 0.827 0.470
-1.088 -0.502 -0.493
-0.346 0.987 0.913
-0.159 -0.349 1.229
1.188 0.679 0.106
0.349 -0.969 0.959
1.326 0.105 -0.636
-0.807 0.697 -0.837
-0.907 -0.453 0.763
-1.173 -0.195 -0.937
0.666 -0.847 0.742
-0.032 1.205 0.322
1.378 -0.390 0.349
-1.007 -0.545 -0.046
0.856 -1.249 -0.146
0.677 0.832 0.493
-0.576 0.339 -1.192
-0.745 -0.551 0.689
1.548 0.356 0.263
0.314 0.153 -1.407
-0.628 0.281 -1.379
-0.965 0.279 0.627
-0.925 -0.065 0.339
0.381 -0.186 -1.178
-0.879 1.234 -0.535
-0.465 1.104 0.928
0.239 -0.639 1.098
0.119 -0.081 -0.011
0.069 0.119 0.054
-0.080 -0.304 -0.101
-0.010 -0.087 0.122
-0.118 0.064 0.049
-0.078 0.098 -0.015
-0.031 0.042 0.009
0.018 0.053 -0.064
0.020 0.042 -0.033
0.070 0.070 -0.094
0.148 0.047 0.107
-0.069 0.148 -0.193
-0.247 0.002 0.107
0.096 0.014 0.095
0.084 -0.226 -0.093
0.061 -0.039 0.041
-0.102 -0.217 0.035
0.017 0.051 -0.249
0.168 0.027 0.083
-0.161 0.153 0.114